# 1
ORCA calculation (ωB97M-V with the def2-TZVPD basis set) on a gas-phase ion, C3H8NO2 (charge +1) in a non-equilibrium geometry.

Last column: natural (NBO) charge in e.
Atoms and positions in Å:
H  -1.2850  -0.7291  -1.0297  0.249
H  -1.4702  -0.2832  1.3801  0.220
C  -1.6541  0.5866  0.7657  -0.632
H  0.9366  0.4031  1.2865  0.227
H  -1.2094  0.9876  -1.3375  0.249
N  0.4197  -0.0850  -0.5685  0.005
C  -0.9941  0.2309  -0.6368  -0.228
O  0.8724  -0.7545  -1.7620  -0.461
H  3.0578  -0.8491  1.0089  0.559
H  -2.7820  0.7019  0.6027  0.270
O  2.5105  -0.6172  0.2155  -0.656
H  -1.4282  1.4741  1.2084  0.231
H  1.7378  -1.0127  -1.5411  0.494
C  1.2882  -0.0535  0.4078  0.472

Results
LUMO energy: -4.44 eV
Charge: +1
Kohn-Sham gap: 11.48 eV
Highest occupied orbital energy: -15.92 eV
Spin multiplicity: 1
SMILES string: CC/[N+](O)=C/O
Relative energy (zero: lowest compared OMol25 entry of this formula, charge and spin): 83.1 kcal per mole
Total energy: -8816.35050 eV


# 2
ORCA calculation (ωB97M-V with the def2-TZVPD basis set) on 2 unconnected molecules or ions with the total composition C5H10N2O in a non-equilibrium geometry.

Last column: natural (NBO) charge in e.
Atoms and positions in Å:
H  -5.3344  -0.9114  2.7154  0.494
C  -1.1176  0.7986  0.5927  -0.435
N  -2.9770  -0.3457  -0.5874  -0.541
H  -5.1690  -0.2986  4.1372  0.456
H  -1.2602  1.6983  -0.0362  0.204
H  -2.8359  -0.1206  -1.5753  0.434
C  -4.0441  -1.0310  -0.0937  0.181
H  -0.7740  1.1357  1.5896  0.228
N  -4.0732  -1.2250  1.2224  -0.493
H  0.3911  -0.8199  0.6256  0.217
C  -2.9823  -0.5186  1.6522  -0.104
H  -2.7838  -0.1664  2.6645  0.208
O  -5.7761  -0.8490  3.5925  -0.965
H  -4.9254  -1.3859  -0.6279  0.204
H  0.8036  0.7398  -0.1530  0.207
H  -0.2892  -0.4132  -0.9809  0.195
C  -2.3265  0.0346  0.5975  0.099
C  0.0000  0.0000  0.0000  -0.588

Results
LUMO energy: 0.63 eV
Kohn-Sham gap: 9.40 eV
Highest occupied orbital energy: -8.77 eV
Spin multiplicity: 1
SMILES string: CCc1cnc[nH]1.O
Relative energy (zero: lowest compared OMol25 entry of this formula, charge and spin): 18.8 kcal per mole
Total energy: -10374.49032 eV


# 3
ORCA calculation (ωB97M-V with the def2-TZVPD basis set) on a molecular structure, C4H8ClO12S2Ti in a non-equilibrium geometry.

Last column: natural (NBO) charge in e.
Atoms and positions in Å:
H  -20.7102  7.6000  3.9273  0.231
S  -20.3515  12.5682  5.2925  2.572
O  -19.4392  10.3009  1.5391  -0.973
O  -18.6804  7.9870  1.3131  -0.673
C  -19.8506  7.3096  1.8293  -0.104
H  -17.7650  13.4806  4.2826  0.216
H  -19.4163  6.3935  2.2285  0.206
O  -17.1426  9.7307  2.1410  -0.860
O  -19.0696  8.8019  3.4356  -0.691
Cl  -18.8612  13.0689  -0.5437  2.518
Ti  -20.7313  12.5185  1.6388  0.885
C  -18.2367  12.5332  4.0288  -0.130
O  -19.6525  12.8073  3.8575  -0.760
H  -20.6402  7.1467  1.1066  0.223
O  -19.8699  12.0436  -0.7756  -0.880
C  -20.2817  8.1176  3.0765  -0.120
O  -19.5650  14.2468  -0.0534  -0.887
C  -18.1462  11.4749  5.1620  -0.109
O  -18.1344  13.2986  -1.7442  -0.788
O  -21.7094  12.2808  5.0403  -0.886
H  -17.6653  11.9070  6.0343  0.216
O  -17.9792  12.6632  0.5380  -0.886
H  -20.9930  8.9156  2.8465  0.205
S  -18.4966  9.3699  2.0767  2.581
H  -17.7445  10.5410  4.7912  0.228
O  -19.5280  11.2578  5.5711  -0.688
H  -17.8243  12.2232  3.0703  0.245
O  -19.9803  13.5714  6.2039  -0.894

Results
LUMO energy (spin up / spin down): 0.02 / -0.12 eV
Kohn-Sham gap (spin up / spin down): 6.21 / 10.08 eV
Highest occupied orbital energy (spin up / spin down): -6.18 / -10.20 eV
Spin multiplicity: 4
Relative energy (zero: lowest compared OMol25 entry of this formula, charge and spin): 3.0 kcal per mole
Total energy: -86143.76319 eV


# 4
ORCA calculation (ωB97M-V with the def2-TZVPD basis set) on 2 unconnected molecules or ions with the total composition C32H37BFNO2S in a non-equilibrium geometry.

Last column: Mulliken charge in e.
Atoms and positions in Å:
H  3.4536  -0.0016  2.8928  0.401
C  -2.7750  -2.4308  -1.5728  -0.498
H  -3.5360  -1.9607  -0.9497  0.440
H  4.8217  0.3778  -0.7356  0.393
H  -3.0176  2.5900  -2.1018  0.385
H  1.5828  -1.5890  2.3667  0.642
C  -0.8142  -3.7226  -3.1082  -1.192
C  -2.7561  1.4390  1.1346  -0.324
H  3.7843  1.7756  -0.3696  0.113
C  -2.5769  2.1774  -1.1912  -0.594
H  1.2989  3.1394  -2.3404  0.461
C  -5.4875  2.3403  1.1825  -1.016
H  1.4844  -5.4389  3.5984  0.416
H  3.8362  1.1284  -2.0117  0.471
H  1.1065  -1.8312  0.6856  -0.410
H  -0.5476  -4.9540  -0.1469  0.639
C  2.4897  4.5931  -1.1475  -0.803
H  1.0887  -6.1564  1.2394  0.407
H  -5.4600  1.3281  1.6085  0.290
C  0.7474  -4.9175  2.9872  -0.282
S  2.3212  3.4217  1.1487  -0.222
H  0.0161  -3.6913  4.6057  0.388
F  -2.3501  -3.7813  -4.9031  -0.317
B  0.9816  1.1292  0.0110  2.198
C  -5.2225  3.2077  -1.0847  -1.028
H  3.2033  6.4014  1.4593  0.260
C  2.9655  -1.4264  -1.3806  -1.657
N  -4.6571  2.4388  0.0040  0.168
C  -0.8088  -3.0806  2.7047  -0.485
H  -5.3090  2.6110  -2.0027  0.278
H  0.4945  -3.4083  -1.4404  0.670
C  1.7243  3.3930  -1.3811  -0.944
H  -4.6194  4.0999  -1.3143  0.377
H  4.1390  1.0626  1.6625  0.349
C  -0.3047  -4.5714  0.8496  -0.410
C  2.5233  -0.2451  0.9737  2.074
H  4.5227  -0.6783  1.6583  0.361
C  -0.0275  -3.8864  3.5329  -0.525
H  -4.0641  -2.6852  -3.2870  0.455
O  1.4865  0.3782  -1.0858  -0.984
H  -6.2254  3.5261  -0.7741  0.276
C  -1.3900  1.1607  1.1358  -1.292
C  3.8584  0.8545  -0.9525  -1.858
H  -0.6129  2.0267  -2.0512  0.369
H  4.6522  5.3944  1.1603  0.256
O  1.5119  0.7107  1.2630  -0.759
C  2.7379  -0.1110  -0.6325  1.760
H  3.2268  -1.1892  -2.4200  0.517
H  -5.1868  3.0540  1.9632  0.328
H  4.0298  6.4782  -0.1197  0.341
C  1.5810  2.6511  -0.2193  0.016
C  1.9556  -1.5978  1.3377  -1.667
H  -1.4010  -2.2652  3.1237  0.428
H  3.7932  -1.9932  -0.9365  0.314
C  3.7465  5.8163  0.7058  -1.227
H  -3.3447  1.2609  2.0388  0.304
C  -1.1935  -2.2908  0.3520  -0.173
C  -3.0809  -2.8464  -2.8527  -0.754
C  -1.2225  1.8605  -1.1677  -0.972
C  -0.6327  1.3746  -0.0089  0.107
H  -0.0770  -4.2254  -3.7238  0.463
C  3.7350  0.0623  1.8341  -2.062
C  -1.4880  -2.6485  -1.0139  0.536
C  -3.3620  2.0067  -0.0191  0.908
H  2.7556  5.3221  -1.9111  0.302
C  -2.0869  -3.4679  -3.5999  0.424
C  0.5534  -5.2952  1.6549  -0.735
H  2.0549  -2.0379  -1.4029  0.008
H  -6.5137  2.5698  0.8743  0.312
C  2.8994  4.7346  0.1595  0.694
C  -0.8147  -3.2944  1.2866  0.855
H  -1.4849  -1.3008  0.7083  0.168
H  2.7053  -2.3931  1.2560  0.369
H  -0.9047  0.7872  2.0367  0.502
C  -0.5128  -3.2704  -1.8358  0.002

Results
LUMO energy: -3.39 eV
Kohn-Sham gap: 2.72 eV
Highest occupied orbital energy: -6.11 eV
Spin multiplicity: 1
Relative energy (zero: lowest compared OMol25 entry of this formula, charge and spin): 101.6 kcal per mole
Total energy: -53596.45550 eV


# 5
ORCA calculation (ωB97M-V with the def2-TZVPD basis set) on 6 unconnected molecules or ions with the total composition C15H35ClN5O9 in a non-equilibrium geometry.

Last column: natural (NBO) charge in e.
Atoms and positions in Å:
H  2.2532  2.2090  -4.0798  0.224
H  4.4743  -3.4723  1.4043  0.219
H  1.0685  0.5896  4.9968  0.222
H  -1.3794  4.8834  -3.6573  0.221
H  3.0864  3.7155  -4.3677  0.226
H  -4.7561  4.1840  0.1851  0.228
H  -2.1738  1.3070  2.6570  0.246
N  1.2615  0.9708  2.9455  -0.609
H  -0.3635  0.2960  3.9999  0.198
H  0.7828  0.7801  2.0771  0.424
C  -0.3168  -6.0347  -1.5635  -0.720
H  -1.9830  -2.4797  -0.4957  0.249
H  -2.1866  3.3985  -3.1946  0.202
H  0.0689  2.4560  -2.8204  0.418
H  0.7745  -2.9320  1.6060  0.420
C  -3.7758  2.2805  1.6409  0.677
C  -4.3099  3.4310  -0.4550  -0.416
O  0.9964  5.1481  -4.2099  -0.649
H  -1.3518  4.3965  -2.0076  0.194
O  -1.1227  -4.6965  0.2360  -0.624
N  -1.5913  -3.9948  -1.8642  -0.616
C  1.0549  4.0300  -3.7296  0.672
H  0.1425  -5.8222  -2.5244  0.215
H  -0.9743  -6.9070  -1.6008  0.229
H  2.6077  0.2933  0.8716  0.224
O  0.8268  0.6411  -1.2684  -0.871
C  -3.1246  1.0468  2.1922  -0.710
H  4.1564  -1.7431  1.4010  0.220
C  -1.2931  3.9957  -3.0284  -0.424
H  -2.9993  0.2873  1.4200  0.218
C  2.3381  3.2439  -3.7388  -0.709
O  -0.2751  1.9859  0.3182  -0.861
H  0.4441  -6.3299  -0.8407  0.246
C  2.0509  -2.5629  -0.0574  -0.410
H  -1.9648  -1.9241  -2.1721  0.217
C  -2.2283  -2.7543  -1.5174  -0.429
H  2.1663  -1.4915  -0.2293  0.207
H  2.7057  3.1603  -2.7108  0.236
H  -3.3214  -2.8245  -1.5825  0.179
C  -1.0522  -4.8614  -0.9624  0.671
H  1.2738  -2.9453  -0.7108  0.212
C  3.2542  0.8109  1.5861  -0.715
N  -4.0655  2.2406  0.3118  -0.616
H  4.2430  0.3698  1.6022  0.225
H  4.6756  -2.6058  2.8972  0.240
H  2.9769  -3.0465  -0.3776  0.185
H  -3.3770  3.7829  -0.9010  0.194
H  -3.6491  1.4628  -0.1787  0.406
C  4.0698  -2.6450  1.9983  -0.720
C  2.6323  -2.9805  2.3306  0.678
H  -4.9919  3.1961  -1.2743  0.187
O  -0.3420  -0.3777  0.5244  -0.875
O  3.2820  1.2465  3.9247  -0.664
H  -1.7525  -4.3791  -2.7800  0.381
Cl  -0.3253  0.7344  -0.4008  2.531
H  3.3853  1.7627  1.0524  0.236
O  2.3434  -3.5239  3.3882  -0.638
N  1.7362  -2.8496  1.3176  -0.618
H  0.0764  1.9566  4.3859  0.191
N  -0.0179  3.3652  -3.2467  -0.615
H  -3.6437  0.5644  3.0245  0.228
C  2.6033  1.0327  2.9255  0.667
C  0.4818  0.9668  4.1647  -0.412
O  -4.0314  3.2496  2.3376  -0.650
O  -1.5537  0.7119  -1.1746  -0.894

Results
LUMO energy: 2.40 eV
Charge: -1
Kohn-Sham gap: 9.15 eV
Highest occupied orbital energy: -6.75 eV
Spin multiplicity: 1
Relative energy (zero: lowest compared OMol25 entry of this formula, charge and spin): 0.0 kcal per mole
Total energy: -54521.23138 eV


# 6
ORCA calculation (ωB97M-V with the def2-TZVPD basis set) on 6 unconnected molecules or ions with the total composition H12O6 in a non-equilibrium geometry.

Last column: natural (NBO) charge in e.
Atoms and positions in Å:
O  1.8604  -2.4592  0.3819  -0.971
H  1.0007  -2.1113  0.4689  0.494
H  -0.8965  1.8375  -1.5450  0.490
H  0.8059  1.3390  1.2272  0.475
H  -1.1044  -0.3271  0.2156  0.480
O  2.5611  0.5088  1.0634  -0.972
H  2.8018  0.9932  0.2757  0.476
H  -0.2785  0.0063  1.4236  0.490
H  1.7646  -3.2268  -0.1828  0.474
H  2.6530  -0.4200  0.9713  0.509
O  -3.6390  -0.1904  -1.9238  -0.958
O  0.1237  1.8347  1.6498  -0.956
H  -2.6929  0.0662  -1.9090  0.485
H  -0.2913  0.4939  -1.3427  0.480
O  -1.1569  0.9323  -1.4430  -0.952
H  0.6833  2.5924  1.7749  0.472
O  -0.5827  -0.7178  0.8837  -0.975
H  -3.6124  -1.1516  -1.9896  0.459

Results
LUMO energy: 0.03 eV
Kohn-Sham gap: 10.92 eV
Highest occupied orbital energy: -10.88 eV
Spin multiplicity: 1
SMILES string: O.O.O.O.O.O
Relative energy (zero: lowest compared OMol25 entry of this formula, charge and spin): 30.4 kcal per mole
Total energy: -12479.79601 eV